DFT (ωB97M-V with the def2-TZVPD basis set) results for an isolated molecule of C4H8.

M = 56.1 Da
Structure (SMILES) = C=C(C)C
HOMO energy = -9.47 eV

Element x y z (Å)
H: 1.187 -1.795 -0.286
C: -1.388 -0.472 -0.017
C: 1.260 -0.662 -0.009
H: 1.969 -0.138 -0.690
H: -2.014 -0.352 0.911
H: 1.119 1.987 -0.078
C: 0.114 1.536 -0.032
C: -0.008 0.251 0.039
H: -1.141 -1.576 -0.086
H: -0.771 2.206 0.134
H: 1.745 -0.690 0.999
H: -2.070 -0.293 -0.885

Atoms 1-3, force components in eV/Å:
H -0.4164 2.2669 0.1242
C 0.1786 -1.4686 0.6806
C 0.3338 -0.4208 0.2561

***

DFT (ωB97M-V with the def2-TZVPD basis set) results for a cluster of 2 separate species, CH4NO2S in total.

Total charge = -1
M = 94.1 Da
HOMO energy (spin up / spin down) = -4.37 / -3.23 eV

Element x y z (Å)
H: -0.061 1.083 -0.406
H: 1.753 0.771 -0.698
C: 0.899 0.890 0.013
O: -3.195 0.396 -0.765
S: -2.264 -0.456 0.074
O: -2.502 -0.355 1.535
H: 0.967 0.275 0.872
N: -2.212 -2.007 -0.369
H: -2.553 -1.961 -1.302

Atoms 1-3, force components in eV/Å:
H -0.4938 0.3761 -0.0480
H -0.8007 0.3324 0.6325
C 1.4627 -0.3472 -1.4401

***

DFT (ωB97M-V with the def2-TZVPD basis set) results for a cluster of 3 separate species, C24H50ClFN5O8P2S in total.

Total charge = +1
M = 685.2 Da
HOMO energy = -11.72 eV

Element x y z (Å)
H: -0.726 -3.543 -2.657
C: 4.761 -0.223 1.324
H: 0.421 0.305 1.154
H: -0.448 2.092 -1.465
C: 3.409 -1.290 7.254
S: -0.927 -3.922 0.183
H: 2.089 -2.907 7.846
H: -3.300 -3.384 0.258
C: -1.311 0.278 -1.828
C: 0.657 -0.530 7.792
N: -2.431 0.658 -2.669
H: 1.351 -0.636 8.623
N: -0.404 1.069 -1.283
O: -0.608 -5.146 -0.659
H: -5.658 1.165 0.163
H: -3.469 -3.058 -3.453
P: 0.914 0.524 -0.195
C: -5.262 3.444 -0.044
C: -4.803 1.912 0.281
H: -6.093 3.374 -0.841
H: 1.434 0.588 -4.770
H: 2.785 4.558 -4.223
H: 3.705 3.140 -3.531
H: -4.393 -0.749 -0.184
H: -0.999 3.073 -4.787
C: 1.323 -0.237 6.479
C: -0.883 2.081 -4.208
H: -5.860 -1.419 -2.152
H: 1.084 0.188 -6.563
C: 2.712 3.426 -4.040
O: 1.258 2.290 -5.978
H: 3.802 -3.185 8.206
P: -0.810 -2.137 -2.904
H: -2.844 2.442 -0.639
H: -2.243 -1.234 0.354
H: 1.899 3.258 -3.259
O: 3.988 0.456 2.185
Cl: -5.162 1.210 -2.574
H: -2.834 -3.757 -1.496
H: -1.638 -1.902 -4.062
H: 6.045 -1.102 2.852
C: -0.719 0.937 -5.314
O: -1.091 -4.368 1.605
C: 3.107 -2.757 7.480
H: -4.411 4.028 -0.534
N: 0.684 -1.681 -3.351
N: 2.052 1.656 -0.168
H: -5.022 -2.870 -1.477
H: 3.178 0.683 4.037
C: -3.819 -0.937 -1.172
O: 3.562 2.214 -5.971
C: -3.639 0.570 -1.776
H: -5.679 3.943 0.895
H: -3.083 2.188 -4.141
C: -3.433 1.491 -0.438
C: 5.164 1.478 4.056
C: 6.060 -0.800 1.807
H: 4.868 2.469 3.705
H: 0.164 -3.039 0.015
H: 3.192 -3.312 6.543
C: 2.520 2.592 -5.386
H: -4.572 1.926 1.413
C: -4.807 -1.870 -2.019
C: -2.498 -3.219 -0.554
O: 2.551 -0.736 6.243
H: 1.517 -0.666 -0.712
H: -2.261 2.881 -2.663
H: -1.254 1.293 -6.272
H: 6.155 1.278 3.643
H: 3.361 -0.704 8.175
C: 0.859 0.924 -5.720
H: 0.033 2.225 -3.542
H: 6.858 -0.075 1.642
H: 0.006 0.310 8.044
F: -4.037 -1.169 -4.354
C: -2.281 1.961 -3.365
H: 0.609 -1.322 -4.322
O: 4.442 -0.298 0.155
H: 4.401 -0.565 3.968
N: -1.216 -1.161 -1.498
H: -1.106 -0.088 -5.010
H: -5.199 -2.837 -3.971
H: 6.272 -1.704 1.231
C: -4.316 -2.274 -3.483
H: 0.054 -1.434 7.695
H: -2.829 0.907 0.360
H: 5.241 1.499 5.145
O: 0.741 0.372 5.608
H: 2.942 1.243 -0.504
H: 4.429 -1.187 6.877
C: -2.429 -1.602 -0.728
C: 4.155 0.438 3.613

Atoms 1-3, force components in eV/Å:
H -0.9286 0.7106 0.9131
C 0.2223 0.1857 -0.2243
H -0.7634 0.0392 -1.3436

***

DFT (ωB97M-V with the def2-TZVPD basis set) results for a structure of composition C2H3O2Zn.

Total charge = +1
M = 124.4 Da
HOMO energy (spin up / spin down) = -13.10 / -13.10 eV

Element x y z (Å)
H: 1.868 0.332 -1.100
C: 0.596 1.318 0.027
C: -0.506 1.085 0.812
H: -1.105 1.974 1.059
O: -1.111 -0.110 0.791
H: 1.117 1.634 1.078
Zn: -0.468 -1.315 -0.545
O: 1.017 0.193 -0.672

Atoms 1-3, force components in eV/Å:
H 0.0054 0.0363 -0.1280
C 0.4792 1.3061 3.0742
C -1.5865 -1.2171 -2.5440

***

The evaluated DFT total energy for the records listed, in turn: -4276.4889 -17519.7632 -94167.1723 -54623.7095 eV.